Entry one
Formula: C2H6N6
Source: the Open Molecules 2025 dataset
Level of theory: ωB97M-V/def2-TZVPD

Element x y z (Å)
N -1.605 0.752 -1.890
N -1.516 -0.312 -0.994
C -0.073 0.095 0.058
N 0.609 1.106 -0.393
N 1.791 1.102 0.245
N 1.863 0.041 1.157
C 0.784 -0.705 0.976
N 0.312 -1.782 1.636
H -0.597 0.927 -2.157
H -2.120 1.576 -1.737
H -2.221 -0.078 -0.299
H 2.271 1.994 0.303
H 1.003 -2.491 1.822
H -0.501 -2.224 1.272

SMILES: NNc1n[nH]nc1N
Gap between HOMO and LUMO (eV): 9.210

=====

Entry two
Formula: C2H6N6
Source: the Open Molecules 2025 dataset
Level of theory: ωB97M-V/def2-TZVPD

Element x y z (Å)
N -0.907 2.377 1.647
N 0.356 1.700 1.302
C 0.124 0.696 0.516
N -1.009 0.604 -0.348
C -0.812 -0.524 -1.001
N 0.430 -1.108 -0.765
N 0.484 -2.473 -0.920
N 1.047 -0.402 0.319
H -0.678 3.482 1.546
H -1.699 2.222 1.041
H -1.359 -1.101 -1.744
H 0.835 -2.936 0.076
H 1.392 -2.666 -1.540
H 1.797 0.129 -0.130

SMILES: N/N=c1\ncn(N)[nH]1
Gap between HOMO and LUMO (eV): 8.430

=====

Entry three
Formula: C2H6N6
Source: the Open Molecules 2025 dataset
Level of theory: ωB97M-V/def2-TZVPD

Element x y z (Å)
C 0.401 0.493 -0.123
C -0.343 1.673 -0.335
H 2.808 -0.225 1.553
H 1.467 -1.254 1.332
H -0.061 2.687 -0.778
H -2.408 -0.251 0.145
H -0.358 -2.919 0.658
H 0.801 -2.276 -0.840
N 2.098 -0.633 0.746
N 1.622 0.613 0.318
N -1.621 1.366 -0.152
N -1.722 0.024 -0.487
N -0.467 -0.619 -0.050
N -0.281 -2.002 -0.278

Gap between HOMO and LUMO (eV): 7.901

=====

Which is most stable? The ranking, best first, is entry one, entry two, entry three.

=====

Entry one
Formula: C4H7N2P
Source: the Open Molecules 2025 dataset
Level of theory: ωB97M-V/def2-TZVPD

Element x y z (Å)
C -0.600 2.437 1.782
C 1.832 -1.062 -0.594
C 2.019 -0.811 -2.007
C -2.174 -0.434 0.738
N -0.758 1.456 1.115
N -1.175 0.465 0.543
P 1.697 -1.252 0.939
H 0.033 3.336 2.144
H 1.174 -1.008 -2.670
H 2.843 -1.445 -2.272
H 2.236 0.282 -2.138
H -2.674 -0.176 1.679
H -2.797 -0.437 -0.129
H -1.655 -1.351 0.869

Gap between HOMO and LUMO (eV): 8.828

=====

Entry two
Formula: C4H7N2P
Source: the Open Molecules 2025 dataset
Level of theory: ωB97M-V/def2-TZVPD

Element x y z (Å)
C 1.246 -2.165 0.153
N 1.658 -0.747 -0.184
C 0.214 0.292 -0.134
P 0.428 2.093 -0.026
C -1.334 1.994 0.269
C -1.887 0.747 0.356
N -0.881 -0.193 0.229
H 2.052 -2.862 -0.085
H 1.113 -2.173 1.262
H 0.196 -2.372 -0.142
H 1.869 -0.636 -1.156
H 0.127 2.415 -1.421
H -1.834 2.946 0.400
H -2.966 0.659 0.480

SMILES: CNC1=[PH]=CC=N1
Gap between HOMO and LUMO (eV): 9.195

=====

Entry three
Formula: C4H7N2P
Source: the Open Molecules 2025 dataset
Level of theory: ωB97M-V/def2-TZVPD

Element x y z (Å)
C 2.575 0.422 0.200
C 0.438 -0.484 -0.128
C -1.753 -2.268 -0.030
C -0.683 1.715 -0.100
N 1.660 1.362 0.139
N 0.454 0.837 -0.032
P 1.984 -1.223 0.031
H 3.601 0.718 0.343
H -2.149 -1.998 -0.983
H -2.148 -1.819 0.855
H -1.081 -3.093 0.056
H -1.453 1.389 0.601
H -0.342 2.717 0.157
H -1.102 1.725 -1.109

Gap between HOMO and LUMO (alpha / beta) (eV): 8.658 / 7.720

=====

Which is most stable? The ranking, best first, is entry two, entry three, entry one.

=====

Entry one
Formula: C8H16N2O3
Source: the Open Molecules 2025 dataset
Level of theory: ωB97M-V/def2-TZVPD

Element x y z (Å)
C -1.757 1.505 1.484
C -1.077 1.541 0.129
C -1.591 0.413 -0.837
C -3.066 0.758 -1.155
C -1.450 -1.050 -0.325
N -2.281 -1.533 0.688
C -0.004 -1.193 0.141
O 0.275 -1.037 1.345
N 0.923 -1.231 -0.875
C 2.314 -0.925 -0.614
C 2.609 0.514 -0.189
O 2.047 1.532 -0.584
O 3.736 0.346 0.599
H -2.032 0.423 1.754
H -2.683 2.052 1.358
H -1.145 1.956 2.269
H -1.158 2.518 -0.285
H -0.044 1.411 0.278
H -1.130 0.490 -1.765
H -3.538 -0.129 -1.774
H -3.667 0.735 -0.206
H -3.318 1.733 -1.674
H -1.552 -1.688 -1.178
H -3.033 -2.169 0.454
H -1.780 -1.927 1.528
H 0.602 -0.682 -1.646
H 2.614 -1.583 0.240
H 2.938 -1.103 -1.515
H 4.098 1.204 0.794

SMILES: CC[C@H](C)[C@H](N)C(=O)NCC(=O)O
Gap between HOMO and LUMO (eV): 9.477

=====

Entry two
Formula: C8H16N2O3
Source: the Open Molecules 2025 dataset
Level of theory: ωB97M-V/def2-TZVPD

Element x y z (Å)
C -1.711 -1.593 -0.974
C -1.657 -0.233 -0.268
C -2.815 0.001 0.582
C -0.329 -0.193 0.613
C 0.954 -0.822 -0.037
N 0.835 -2.345 0.074
O 0.176 -2.823 0.992
O 1.626 -2.902 -0.696
C 2.401 -0.584 1.047
N 2.329 0.928 1.011
C 2.594 1.419 -0.359
C 1.559 0.960 -1.435
O 1.261 -0.388 -1.290
H -1.951 -2.479 -0.283
H -0.681 -1.820 -1.421
H -2.431 -1.576 -1.807
H -1.591 0.511 -1.004
H -2.925 -0.699 1.584
H -3.849 -0.094 -0.044
H -2.643 0.981 1.058
H -0.590 -0.727 1.569
H -0.183 0.843 0.887
H 2.551 -1.075 2.062
H 3.228 -0.860 0.372
H 3.046 1.318 1.680
H 3.547 1.129 -0.822
H 2.442 2.568 -0.420
H 0.609 1.623 -1.442
H 1.805 1.176 -2.502

SMILES: CC(C)C[C@]1([N+](=O)[O-])CNCCO1
Gap between HOMO and LUMO (eV): 9.561

=====

Which is most stable? The ranking, best first, is entry one, entry two.

=====

Entry one
Formula: C35H39FNO6PtTe
Source: the Open Molecules 2025 dataset
Level of theory: ωB97M-V/def2-TZVPD

Element x y z (Å)
Pt 1.436 -2.313 1.190
O 5.092 -1.477 -1.040
C 3.925 -1.712 -0.704
O 3.300 -1.180 0.263
C 3.138 -2.691 -1.611
C 1.701 -2.243 -1.904
C 1.187 -2.954 -3.163
C 0.916 -4.385 -2.625
C 1.364 -4.252 -1.167
O 0.923 -2.906 -0.881
C 2.898 -4.145 -1.076
C 3.403 -4.491 0.335
O 4.171 -5.450 0.442
O 2.952 -3.805 1.316
H 3.711 -2.738 -2.536
H 1.513 -1.176 -1.840
H 0.277 -2.483 -3.536
H 1.935 -2.935 -3.957
H -0.149 -4.620 -2.661
H 1.463 -5.163 -3.159
H 0.897 -4.922 -0.450
H 3.362 -4.870 -1.744
F -2.569 -0.964 6.409
C -1.473 -1.158 5.609
C -1.030 -2.445 5.387
C 0.079 -2.633 4.574
C 0.750 -1.557 3.990
C 1.920 -1.781 3.091
C 0.257 -0.277 4.241
C -0.854 -0.063 5.047
H -1.559 -3.280 5.827
H 0.415 -3.637 4.347
H 2.540 -2.603 3.455
H 2.541 -0.883 3.040
H 0.736 0.570 3.765
H -1.245 0.931 5.221
C -2.596 -2.085 1.628
C -1.092 -2.250 1.488
O -0.624 -3.439 1.695
N -0.308 -1.255 1.199
Te -1.342 1.028 0.832
C -2.233 2.933 0.079
C -1.518 4.117 -0.147
C -0.038 4.213 0.116
C -2.167 5.259 -0.624
C -3.528 5.276 -0.876
C -4.217 6.510 -1.397
C -4.243 4.111 -0.626
C -3.623 2.957 -0.158
C -4.489 1.745 0.089
C 0.124 1.111 -0.701
C 1.469 1.325 -0.387
C 1.981 1.528 1.011
C 2.415 1.328 -1.415
C 2.059 1.148 -2.739
C 3.102 1.147 -3.826
C 0.714 0.945 -3.035
C -0.255 0.905 -2.039
C -1.676 0.602 -2.434
H -3.056 -3.071 1.688
H -3.016 -1.524 0.792
H -2.827 -1.534 2.545
H 0.236 3.628 0.994
H 0.259 5.252 0.275
H 0.541 3.815 -0.720
H -1.585 6.162 -0.793
H -3.516 7.343 -1.479
H -5.032 6.820 -0.738
H -4.648 6.337 -2.386
H -5.317 4.099 -0.803
H -5.520 1.944 -0.214
H -4.494 1.462 1.144
H -4.118 0.876 -0.456
H 1.187 1.817 1.697
H 2.761 2.293 1.017
H 2.429 0.597 1.353
H 3.462 1.435 -1.151
H 4.078 0.874 -3.423
H 3.192 2.132 -4.292
H 2.848 0.433 -4.612
H 0.416 0.772 -4.066
H -1.728 0.344 -3.494
H -2.330 1.458 -2.254
H -2.064 -0.233 -1.847

Gap between HOMO and LUMO (alpha / beta) (eV): 5.327 / 6.018
Charge: -2
2S+1: 2

=====

Entry two
Formula: C35H39FNO6PtTe
Source: the Open Molecules 2025 dataset
Level of theory: ωB97M-V/def2-TZVPD

Element x y z (Å)
Pt -1.166 2.341 1.104
O -2.779 5.839 3.132
C -2.196 4.759 2.971
O -1.535 4.412 1.938
C -2.155 3.804 4.177
C -0.714 3.325 4.426
C -0.615 2.730 5.845
C -1.260 1.333 5.633
C -1.711 1.444 4.170
O -0.605 2.161 3.595
C -2.894 2.427 4.068
C -3.770 2.168 2.821
O -4.992 2.197 2.996
O -3.179 1.843 1.737
H -2.534 4.385 5.015
H 0.057 4.044 4.168
H -1.166 3.342 6.562
H 0.421 2.656 6.180
H -2.092 1.132 6.310
H -0.521 0.538 5.741
H -1.854 0.500 3.652
H -3.563 2.306 4.917
F 2.725 -0.830 -3.520
C 2.103 -0.180 -2.481
C 1.904 1.119 -2.616
C 1.487 2.063 -1.585
C 1.368 1.827 -0.268
C 0.806 2.795 0.679
C 1.652 0.472 0.327
C 2.127 -0.971 -1.213
H 2.039 1.500 -3.624
H 1.237 3.065 -1.919
H 0.818 3.832 0.339
H 1.241 2.703 1.679
H 1.512 0.500 1.407
H 2.401 -2.007 -1.412
C -2.658 3.514 -1.489
C -2.092 2.120 -1.677
O -2.265 1.574 -2.812
N -1.425 1.531 -0.701
Te -0.918 -0.406 -1.641
C -0.382 -2.135 -3.134
C -0.441 -1.832 -4.501
C -0.383 -0.410 -5.023
C -0.538 -2.863 -5.440
C -0.602 -4.195 -5.060
C -0.765 -5.296 -6.078
C -0.550 -4.484 -3.702
C -0.444 -3.478 -2.743
C -0.446 -3.874 -1.287
C 0.837 -0.725 -0.329
C 0.505 -1.643 0.838
C -0.871 -1.492 1.425
C 1.410 -2.335 1.541
C 2.867 -2.298 1.401
C 3.619 -3.409 2.089
C 3.529 -1.322 0.781
C 2.981 -0.239 -0.117
C 4.144 0.646 -0.541
H -2.168 4.168 -2.213
H -2.497 3.897 -0.484
H -3.726 3.494 -1.705
H -0.866 0.293 -4.345
H -0.873 -0.338 -5.996
H 0.660 -0.097 -5.139
H -0.580 -2.611 -6.498
H -0.614 -4.917 -7.090
H -1.768 -5.729 -6.026
H -0.050 -6.104 -5.905
H -0.608 -5.520 -3.374
H -0.175 -4.925 -1.167
H -1.444 -3.730 -0.859
H 0.247 -3.270 -0.704
H -1.659 -1.686 0.702
H -0.998 -0.446 1.732
H -0.999 -2.140 2.294
H 1.043 -2.937 2.369
H 3.286 -3.525 3.125
H 4.694 -3.223 2.089
H 3.436 -4.362 1.582
H 4.615 -1.402 0.759
H 4.568 1.129 0.346
H 3.842 1.421 -1.234
H 4.924 0.039 -1.013

Gap between HOMO and LUMO (alpha / beta) (eV): 5.497 / 5.589
Charge: -2
2S+1: 2

=====

Which is most stable? The ranking, best first, is entry one, entry two.

=====

Entry one
Formula: C6H11N
Source: the Open Molecules 2025 dataset
Level of theory: ωB97M-V/def2-TZVPD

Element x y z (Å)
C -1.702 -1.482 -0.722
N -2.142 -0.175 -1.203
C -1.253 0.967 -0.838
C 2.923 0.436 1.885
C 2.087 0.001 0.796
C 0.827 0.591 0.538
C 0.191 0.589 -0.671
H -0.927 -1.890 -1.380
H -2.523 -2.179 -0.916
H -1.331 -1.479 0.305
H -3.062 -0.039 -0.800
H -1.593 1.458 0.081
H -1.324 1.663 -1.679
H 2.509 0.478 2.896
H 3.986 0.586 1.759
H 2.415 -0.818 0.162
H 0.221 0.892 1.399
H 0.699 0.401 -1.613

Gap between HOMO and LUMO (alpha / beta) (eV): 4.414 / 5.916
Charge: -1
2S+1: 2

=====

Entry two
Formula: C6H11N
Source: the Open Molecules 2025 dataset
Level of theory: ωB97M-V/def2-TZVPD

Element x y z (Å)
C 1.144 1.434 0.447
C 0.514 0.325 -0.374
C 1.186 -0.748 -0.790
N 2.413 -1.293 -0.306
C -0.966 0.473 -0.643
C -1.736 0.267 0.616
C -2.854 -0.475 0.814
H 1.106 1.253 1.522
H 2.222 1.507 0.253
H 0.721 2.417 0.216
H 0.628 -1.448 -1.413
H 2.782 -0.616 0.361
H 2.189 -2.108 0.267
H -1.336 -0.276 -1.352
H -1.083 1.461 -1.116
H -1.291 0.729 1.501
H -3.434 -0.320 1.721
H -3.178 -1.303 0.199

Gap between HOMO and LUMO (alpha / beta) (eV): 2.843 / 8.483
Charge: -1
2S+1: 2

=====

Entry three
Formula: C6H11N
Source: the Open Molecules 2025 dataset
Level of theory: ωB97M-V/def2-TZVPD

Element x y z (Å)
C 0.638 -2.884 0.026
C 0.592 -1.470 -0.825
C 1.166 -0.389 -0.305
N 0.945 0.916 -1.003
C -0.384 1.376 -0.820
C -1.782 1.878 1.333
C -0.696 1.246 0.699
H 1.514 -2.901 0.644
H -0.351 -2.991 0.524
H 0.726 -3.733 -0.725
H 0.450 -1.583 -1.869
H 1.514 -0.342 0.819
H 1.600 1.614 -0.565
H -1.192 0.781 -1.219
H -0.567 2.329 -1.227
H -2.767 2.171 0.979
H -1.608 2.439 2.247
H 0.202 1.544 1.286

Gap between HOMO and LUMO (alpha / beta) (eV): 3.414 / 7.018
Charge: -1
2S+1: 2

=====

Which is most stable? The ranking, best first, is entry two, entry one, entry three.

=====

Entry one
Formula: C4H9NO4S
Source: the Open Molecules 2025 dataset
Level of theory: ωB97M-V/def2-TZVPD

Element x y z (Å)
C 2.095 1.031 -0.378
C -1.336 -0.684 -1.365
C -2.907 -0.937 0.365
C 3.789 0.145 1.110
N -2.198 -0.016 -0.412
O 2.921 1.406 -1.192
O -2.796 1.829 1.141
O 0.881 1.340 -0.504
O 2.393 0.240 0.777
S -1.969 1.535 -0.002
H -1.824 -1.430 -2.011
H -0.891 0.177 -1.995
H -0.587 -1.108 -0.846
H -2.321 -1.708 0.801
H -3.541 -0.293 1.014
H -3.700 -1.569 -0.072
H 3.966 0.850 1.913
H 4.222 0.122 0.154
H 3.804 -0.931 1.502

Gap between HOMO and LUMO (alpha / beta) (eV): 5.008 / 5.210

=====

Entry two
Formula: C4H9NO4S
Source: the Open Molecules 2025 dataset
Level of theory: ωB97M-V/def2-TZVPD

Element x y z (Å)
N -0.784 2.457 1.880
C -0.419 1.273 1.101
C 0.374 1.550 -0.177
C 0.624 0.333 -1.040
O 1.624 0.129 -1.678
O -0.455 -0.477 -1.089
C 0.346 0.296 2.008
O 1.091 -0.546 1.577
O 0.089 0.451 3.308
H -0.023 3.131 1.892
H -1.596 2.923 1.490
H -1.350 0.756 0.834
H 1.351 1.987 0.050
H -0.183 2.271 -0.791
H -0.199 -1.231 -1.644
H -0.478 1.249 3.374
S -0.013 -5.781 -4.254
H -0.545 -6.111 -3.068
H 0.547 -4.662 -3.773

SMILES: N[C@@H](CC(=O)O)C(=O)O.S
Gap between HOMO and LUMO (eV): 10.126

=====

Which is most stable? The ranking, best first, is entry two, entry one.